[1]
Entry from the Open Molecules 2025 dataset: a structure of composition C36H39CoN5P2S3 (wB97M-V/def2-TZVPD).

The geometry in XYZ format:
```
86
Properties=species:S:1:pos:R:3:forces:R:3:mulliken_spin:R:1
Co 0.066041 0.442122 0.357592 0.0 -0.2 0.3 2.69
S -2.113821 -2.288329 -0.605152 0.2 0.1 0.0 0.01
P -0.339205 -2.191168 -1.521719 0.0 0.1 -0.2 0.05
C 0.729423 -0.954215 -0.984983 0.1 -0.4 -0.1 0.01
P 2.378404 -1.062420 -0.591676 0.0 0.1 -0.2 0.03
S 2.779451 -0.303860 1.241277 -0.2 0.1 0.1 0.05
C 3.444959 -0.053961 -1.715419 0.0 0.1 0.1 0.01
C 4.832504 -0.066388 -1.550638 0.0 0.0 0.0 0.00
C 5.643433 0.760322 -2.310538 0.0 0.0 0.0 0.00
C 5.081591 1.623269 -3.247303 0.0 0.0 0.0 0.00
C 3.706598 1.645681 -3.420853 0.0 0.0 0.0 0.00
C 2.896246 0.808666 -2.655276 0.1 0.0 0.0 0.00
C 3.199554 -2.682704 -0.725499 0.1 -0.1 -0.1 0.00
C 3.587039 -3.172945 -1.972854 0.1 -0.1 0.2 0.00
C 4.230147 -4.398823 -2.074379 0.0 0.1 0.0 0.00
C 4.491686 -5.142148 -0.930742 0.0 0.0 0.0 0.00
C 4.106523 -4.661135 0.312269 0.0 0.1 0.0 0.00
C 3.458971 -3.435927 0.414266 0.1 0.0 0.0 0.00
C 0.334984 -3.898131 -1.569307 0.0 -0.1 0.1 0.00
C 0.312462 -4.665470 -0.403014 0.0 0.0 -0.1 0.00
C 0.694954 -5.998027 -0.427876 0.0 0.1 0.0 0.00
C 1.100244 -6.585432 -1.621602 0.0 0.0 0.0 0.00
C 1.136438 -5.829787 -2.781918 0.0 0.1 0.0 0.00
C 0.760730 -4.489922 -2.754701 -0.1 -0.1 0.0 0.00
C -0.638796 -1.926255 -3.326116 -0.3 0.1 0.0 -0.01
C 0.321005 -1.294275 -4.109147 0.1 -0.1 -0.1 0.00
C 0.087732 -1.027488 -5.455060 0.0 0.0 0.0 0.00
C -1.118698 -1.397707 -6.033815 0.0 0.0 0.0 0.00
C -2.075280 -2.056598 -5.268095 0.1 0.0 0.0 0.00
C -1.836526 -2.321791 -3.924424 0.1 0.1 0.0 0.00
H 5.276107 -0.728934 -0.815360 0.0 0.0 0.0 0.00
H 6.718837 0.738621 -2.172037 -0.1 0.0 0.0 0.00
H 5.716446 2.274098 -3.837083 0.0 0.0 0.0 0.00
H 3.260826 2.306534 -4.156385 0.0 0.0 0.0 0.00
H 1.821793 0.813748 -2.782299 0.0 0.1 0.0 -0.01
H 3.394184 -2.587766 -2.864763 0.0 0.0 0.0 0.00
H 4.529333 -4.773199 -3.046311 0.0 0.0 0.0 0.00
H 4.990256 -6.100757 -1.011702 0.0 0.0 0.0 0.00
H 4.313724 -5.239414 1.205222 0.0 0.0 0.0 0.00
H 3.179601 -3.039159 1.382533 0.0 0.0 0.0 0.00
H -0.042163 -4.215199 0.515853 0.0 0.0 0.0 0.00
H 0.660956 -6.586528 0.481400 0.0 0.0 0.0 0.00
H 1.389060 -7.630208 -1.644971 0.0 0.0 0.0 0.00
H 1.453189 -6.281303 -3.714517 0.0 0.0 0.0 0.00
H 0.777622 -3.911543 -3.669839 0.0 -0.1 0.0 0.00
H 1.268268 -1.020926 -3.657980 0.0 0.0 0.0 0.00
H 0.849132 -0.535183 -6.050563 0.0 0.0 0.0 0.00
H -1.311143 -1.178575 -7.078111 0.0 0.0 0.0 0.00
H -3.012970 -2.361166 -5.718893 0.0 0.0 0.0 0.00
H -2.586581 -2.814876 -3.318072 0.0 0.0 0.0 0.00
N 1.167983 2.290986 -0.214160 0.0 0.1 0.3 0.05
C 0.734662 3.448620 0.583270 0.0 -0.2 0.0 0.00
C 0.663965 3.032275 2.041549 0.0 -0.2 -0.1 0.01
N -0.190213 1.847888 2.177466 -0.1 0.1 0.1 0.05
C 0.033699 1.095391 3.420610 0.0 0.0 -0.3 0.00
C -0.741937 -0.211579 3.364136 0.1 0.0 -0.2 -0.01
N -0.450190 -0.877312 2.087434 0.1 0.1 0.1 0.06
H 1.233271 2.523548 -1.196984 -0.1 -0.1 -0.1 -0.01
H 2.088276 1.975955 0.086846 0.1 0.0 0.0 0.00
H 1.409790 4.299790 0.485928 0.0 0.1 0.0 0.00
H -0.252373 3.762621 0.233206 0.0 0.0 0.0 0.00
H 1.667285 2.755784 2.375833 0.0 0.0 0.0 0.00
H 0.323353 3.864983 2.662539 0.0 0.1 0.0 0.00
H -1.166902 2.128797 2.127907 0.0 0.0 0.0 0.00
H 1.100576 0.875828 3.474234 0.1 0.0 0.0 0.00
H -0.242693 1.669409 4.309691 0.0 0.0 0.1 0.00
H -0.488641 -0.821807 4.232480 0.0 -0.1 0.0 0.00
H -1.808717 0.000048 3.422286 -0.1 0.0 0.0 0.00
H 0.464142 -1.320605 2.124764 0.1 0.0 0.0 0.00
H -1.129311 -1.585020 1.820922 -0.1 0.0 -0.1 -0.01
N -0.698343 1.375535 -2.571900 -0.1 0.2 0.1 0.00
C -1.731687 1.632264 -1.739981 -0.1 -0.2 -0.1 0.00
N -1.799679 1.156747 -0.529029 -0.2 0.2 0.1 0.01
C -3.012329 1.506337 0.065000 0.2 -0.1 -0.1 0.00
C -3.482448 1.028084 1.281896 0.0 0.0 0.0 0.00
C -4.705715 1.475085 1.756813 0.0 0.0 0.0 0.00
C -5.476540 2.376758 1.021992 0.0 0.0 0.0 0.00
C -5.047022 2.814361 -0.222555 0.0 0.0 0.0 0.00
C -3.821982 2.359740 -0.690055 0.0 0.0 0.0 0.00
S -3.070454 2.646368 -2.236459 0.0 0.0 0.0 0.01
H -0.138049 0.562005 -2.276915 0.0 0.0 0.0 0.00
H -0.853195 1.491056 -3.559232 0.0 -0.1 0.0 0.00
H -2.910180 0.269774 1.796421 0.0 0.0 0.0 0.01
H -5.081853 1.099039 2.700943 0.0 0.0 0.0 0.00
H -6.428155 2.717577 1.411336 0.0 0.0 0.0 0.00
H -5.660189 3.477171 -0.821575 0.0 0.0 0.0 0.00
```
Positions in Å, forces in eV/Å.

Results
multiplicity = 4
highest occupied orbital energy (alpha / beta) = -6.78 / -6.92 eV

---

[2]
Entry from the Open Molecules 2025 dataset: a structure of composition C22H26F2KN2O6 at a distorted geometry (wB97M-V/def2-TZVPD).

The geometry in XYZ format:
```
59
Properties=species:S:1:pos:R:3:forces:R:3:lowdin_charge:R:1
C 0.471987 -5.025075 -1.928818 1.2 -0.5 -0.6 -0.09
C 0.202032 -4.318328 -3.341318 -0.4 -0.1 -0.4 -0.18
C -1.217633 -3.560480 -3.464936 0.2 0.2 1.2 -0.18
F -0.994707 -2.377592 -4.319899 -0.2 -1.4 0.9 -0.12
C -1.817464 -3.004794 -2.077898 -2.2 0.9 2.7 0.02
C -3.264577 -3.476244 -1.674231 0.6 1.2 1.0 0.00
F -3.964312 -4.369456 -2.531763 1.8 2.2 2.1 0.02
C -4.015163 -3.014146 -0.404126 2.7 1.2 0.1 -0.04
O -5.364531 -3.469818 -0.132821 2.3 -1.5 2.4 0.02
C -5.335125 -4.272605 1.032180 0.0 -1.0 1.0 -0.22
N -5.303495 -4.981464 1.993734 -0.2 3.0 -4.1 0.19
C -3.323941 -2.033829 0.569222 2.0 -1.6 -3.8 0.09
C -1.894057 -1.571535 0.175276 -2.0 -1.3 -0.4 0.05
C -1.122358 -2.001470 -1.090228 -2.4 -1.3 0.2 -0.04
C 0.330795 -1.392486 -1.363412 -0.2 0.5 0.2 -0.15
C 0.278192 0.137792 -2.008503 -0.5 -0.1 1.0 -0.22
C 0.664462 1.197836 -0.863859 -0.1 0.7 -0.2 -0.20
C 1.335993 2.556392 -1.407304 0.0 0.2 0.1 -0.20
C 0.650959 3.825136 -0.698046 -0.1 -0.5 -0.1 -0.20
C 0.711643 3.802029 0.909396 0.1 1.1 0.0 -0.21
C 1.941108 4.624713 1.536845 -0.2 -0.8 1.5 -0.15
C 1.796593 4.504815 3.157036 -1.1 0.9 -0.2 -0.18
O 3.099619 4.458569 3.820140 -0.1 -2.6 -0.6 -0.07
C 3.531887 3.119259 4.014860 0.2 -2.7 1.1 -0.41
C 4.990645 2.709106 3.436086 0.1 1.2 1.0 -0.01
O 2.904260 2.226701 4.625005 1.3 3.6 -2.2 0.05
C -1.519731 -0.609542 1.383039 2.4 0.5 0.0 -0.23
O -0.392520 -0.160501 1.728903 -4.8 -1.6 -1.6 0.08
N -2.770960 -0.325349 2.148981 0.7 -2.3 -0.2 -0.07
O -3.219187 0.971777 1.983753 0.8 1.3 0.8 0.03
C -3.807696 -1.346848 1.923811 -1.5 -1.0 -0.5 -0.24
O -4.824487 -1.643339 2.569825 4.0 1.7 -2.3 0.14
H -0.075685 -6.039127 -1.880314 0.6 1.8 0.1 0.10
H 1.597387 -5.296383 -1.910524 -1.8 0.4 0.0 0.09
H 0.291946 -4.367965 -1.016697 -0.1 -0.9 -1.3 0.07
H 0.235010 -5.118631 -4.175062 0.0 1.3 1.4 0.13
H 1.019333 -3.552393 -3.637106 -1.2 -1.3 0.7 0.05
H -1.986866 -4.250397 -3.961744 1.1 1.4 0.7 0.16
H 0.875417 -1.365305 -0.343934 -0.9 0.1 -1.7 0.13
H 0.988609 -2.013777 -2.067830 -1.5 0.1 1.7 0.03
H -0.816857 0.313257 -2.334471 1.9 -0.2 0.2 0.14
H 0.969422 0.205634 -2.956813 -2.5 2.2 4.0 -0.04
H -0.315549 1.510030 -0.340221 1.6 -0.7 -0.7 0.11
H 1.341638 0.730653 -0.072905 -1.0 0.5 -1.1 0.11
H 2.474705 2.602337 -1.229158 -1.7 -0.3 -0.2 0.12
H 1.198591 2.613974 -2.546737 0.1 0.1 1.6 0.11
H -0.458427 3.817088 -1.002809 1.6 0.1 0.3 0.12
H 1.145021 4.774236 -1.094603 -0.8 -1.2 0.6 0.12
H -0.250695 4.316486 1.281021 1.4 -0.8 -0.5 0.12
H 0.734744 2.757635 1.369493 -0.1 1.2 -0.8 0.10
H 1.922329 5.738475 1.296054 0.2 -1.6 -0.1 0.12
H 2.953493 4.133084 1.288709 -1.5 0.9 0.1 0.12
H 1.269503 5.441326 3.582046 0.9 -1.5 -0.7 0.14
H 1.152297 3.606336 3.437580 1.1 1.1 -0.3 0.12
H 5.673389 3.641377 3.442833 -1.2 -1.5 -0.3 0.09
H 5.471355 1.960018 4.170799 -1.1 1.1 -1.3 0.09
H 4.915942 2.261916 2.383231 0.0 0.7 1.6 0.08
H -2.626573 1.502069 2.580529 -1.0 -0.6 -0.5 0.15
K 1.542290 -1.101175 -3.962296 1.4 -2.3 -3.1 1.00
```
Positions in Å, forces in eV/Å.

Results
net charge = +1
highest occupied orbital energy = -12.05 eV

---

[3]
Entry from the Open Molecules 2025 dataset: an isolated molecule of C6H11NO at a distorted geometry (wB97M-V/def2-TZVPD).

The geometry in XYZ format:
```
19
Properties=species:S:1:pos:R:3:forces:R:3:lowdin_charge:R:1
C 1.623766 -1.636257 0.466835 -1.4 -2.9 -0.5 -0.07
C 0.279734 -1.155040 -0.050763 0.6 -0.2 -0.6 -0.27
C 0.576051 -0.370634 -1.391862 -0.5 0.8 0.3 -0.07
N 0.203644 1.024463 -0.992679 -0.1 -1.7 -2.1 -0.14
C -0.059386 2.331268 -0.551014 0.0 -2.0 1.1 -0.03
C -0.875675 1.001377 -0.112115 1.7 1.4 0.0 -0.17
C -0.416899 -0.117405 0.849758 -0.5 1.5 0.6 -0.32
O -1.472401 -0.743562 1.514419 0.1 -1.6 -0.5 -0.01
H 1.559138 -2.512729 1.150800 0.0 1.0 0.0 0.10
H 2.098737 -0.817984 0.838631 1.8 2.1 1.5 0.04
H 2.208827 -2.006569 -0.360223 0.3 -0.2 -0.4 0.06
H -0.360303 -2.066674 -0.152868 0.1 1.0 -0.3 0.15
H -0.151631 -0.688719 -2.132795 0.0 -0.1 -0.4 0.10
H 1.592148 -0.546039 -1.808118 -0.6 0.5 0.5 0.12
H 0.730434 2.809816 -0.023840 0.3 0.3 1.2 0.08
H -0.629023 3.035394 -1.112221 -0.5 0.3 -1.0 0.07
H -1.863873 1.006192 -0.563891 -0.4 -0.4 0.2 0.13
H 0.243702 0.400392 1.595877 0.0 -0.8 -0.6 0.16
H -1.840014 -0.155677 2.137012 -0.7 1.1 1.1 0.07
```
Positions in Å, forces in eV/Å.

Results
highest occupied orbital energy = -7.70 eV

---

[4]
Entry from the Open Molecules 2025 dataset: a structure of composition C13H16BrN4O3Pd (wB97M-V/def2-TZVPD).

The geometry in XYZ format:
```
38
Properties=species:S:1:pos:R:3:forces:R:3:lowdin_charge:R:1
Pd 1.061117 0.109663 -1.023510 -0.3 0.2 -0.6 0.99
Br 3.988342 -0.577424 -0.484020 -0.1 0.0 0.1 0.85
C 2.841841 -2.071542 -0.633314 0.0 -0.2 0.0 -0.69
C 3.212703 -3.387530 -0.458718 0.0 0.0 0.0 -0.05
C 2.223298 -4.351475 -0.635118 0.0 0.0 0.0 0.00
C 0.931532 -3.988136 -0.998424 -0.1 0.0 0.0 0.05
C 0.656108 -2.647824 -1.167349 0.0 0.1 -0.1 -0.14
N 1.607471 -1.737383 -0.959126 0.5 -0.4 0.2 -0.11
C -0.641797 -2.022952 -1.660034 0.0 -0.2 0.0 -0.57
O -1.637782 -2.688390 -1.779140 0.0 0.0 0.0 0.12
O -0.523285 -0.751216 -1.954877 0.0 0.1 0.1 -0.13
H 4.229421 -3.646084 -0.203508 0.0 0.0 0.0 0.12
H 2.474540 -5.394771 -0.499240 0.0 0.0 0.0 0.13
H 0.141745 -4.707154 -1.164129 0.0 0.0 0.0 0.14
C -2.955171 -0.142286 2.961105 0.0 0.0 0.0 -0.03
N -1.993109 0.002484 1.866352 0.0 0.0 0.0 -0.17
C -2.500507 0.143145 0.508800 0.0 0.0 0.0 -0.01
C -0.694618 -0.096592 2.129342 0.1 -0.1 0.1 -0.31
O 0.234007 -0.075978 1.315882 0.0 0.1 0.1 -0.08
H -3.956970 -0.053660 2.551200 0.0 0.0 0.0 0.09
H -2.818637 0.638498 3.708178 0.0 0.0 0.0 0.09
H -2.868883 -1.118708 3.436030 0.0 0.0 0.0 0.09
H -3.315657 0.865167 0.507039 0.0 0.0 0.0 0.10
H -2.861038 -0.811752 0.121984 0.0 0.0 0.0 0.10
H -1.706556 0.493324 -0.140206 0.0 0.0 0.0 0.05
H -0.482413 -0.219672 3.201654 0.0 0.0 0.0 0.15
C 1.725335 2.935411 0.676220 0.0 0.0 0.0 0.01
C 0.744911 2.985514 -0.439773 -0.1 0.1 0.0 -0.35
N 0.386834 1.979015 -1.220032 0.0 0.3 0.2 -0.06
C -0.547489 2.444987 -2.120676 0.0 0.0 -0.1 -0.10
C -0.746731 3.763668 -1.886504 0.0 0.0 0.0 -0.05
N 0.074602 4.084714 -0.827174 0.0 0.0 0.0 0.12
H 1.707557 1.950253 1.143416 0.0 0.0 0.0 0.06
H 1.474982 3.672772 1.437566 0.0 0.0 0.0 0.09
H 2.734775 3.144283 0.318254 0.0 0.0 0.0 0.09
H -0.986481 1.797635 -2.859997 0.0 0.0 0.0 0.12
H -1.381097 4.487059 -2.364818 0.0 0.0 0.0 0.12
H 0.167098 4.992942 -0.403342 0.0 0.0 0.0 0.17
```
Positions in Å, forces in eV/Å.

Results
net charge = +1
highest occupied orbital energy = -12.38 eV